[1]
Here is a molecular structure, C2BrClFIO from the Open Molecules 2025 dataset. Energies are from wB97M-V/def2-TZVPD.

Output
- DFT total energy: -3583.072747 a.u.
- Maximum force: 3.1 eV Å⁻¹
- ΔE to the lowest compared entry with this formula, charge and spin: 81.02 kcal per mole
- Total charge: 0
- LUMO energy (alpha / beta): -1.665 / -0.808 eV

Each line ends with the natural charge from an NBO analysis.
Atoms and positions in Å:
C1 -1.438 -0.375 1.005  0.50
C2 0.910 0.195 -0.483  0.04
O1 -1.327 -0.744 2.105  -0.44
F1 0.327 0.066 -1.703  -0.38
Cl1 -2.457 -0.114 -0.331  0.07
Br1 1.367 2.106 -0.256  0.03
I1 2.618 -1.133 -0.337  0.16



[2]
Here is a molecular structure, C28H36MnP2Si from the Open Molecules 2025 dataset. Energies are from wB97M-V/def2-TZVPD.

Output
- DFT total energy: -3211.031109 a.u.
- Multiplicity: 4
- Maximum force: 2.3 eV Å⁻¹
- ΔE to the lowest compared entry with this formula, charge and spin: 23.73 kcal per mole
- Total charge: +2
- LUMO energy (alpha / beta): -7.396 / -7.049 eV

Each line ends with the natural charge from an NBO analysis.
Atoms and positions in Å:
C1 0.774 1.812 3.143  -0.54
C2 1.232 2.265 1.780  -0.27
C3 0.108 2.659 1.000  -0.23
H1 2.280 2.454 1.561  0.27
C4 -1.096 2.277 1.721  -0.21
C5 -0.713 1.687 2.948  -0.31
H2 -1.378 1.404 3.749  0.27
H3 1.126 2.344 4.028  0.29
H4 0.134 3.180 0.051  0.29
H5 -2.124 2.462 1.416  0.28
Mn1 0.053 0.523 1.233  0.66
C6 -0.444 0.153 -0.677  -0.89
H6 -1.477 0.446 -0.915  0.24
H7 -0.288 -0.938 -0.621  0.21
H8 0.302 0.705 -1.291  0.24
Si1 -0.397 -0.795 -3.726  1.18
C7 1.283 -0.708 -4.467  -0.51
C8 2.008 0.490 -4.311  -0.16
H9 1.555 1.339 -3.788  0.19
C9 3.305 0.600 -4.827  -0.23
H10 3.858 1.534 -4.703  0.22
C10 3.882 -0.489 -5.498  -0.19
H11 4.893 -0.396 -5.899  0.23
C11 3.167 -1.683 -5.648  -0.20
H12 3.632 -2.526 -6.173  0.23
C12 1.873 -1.802 -5.132  -0.19
H13 1.307 -2.731 -5.243  0.22
C13 -1.480 0.534 -4.402  -0.51
C14 -1.249 1.098 -5.677  -0.12
H14 -0.460 0.691 -6.320  0.22
C15 -2.011 2.186 -6.106  -0.22
H15 -1.798 2.645 -7.081  0.23
C16 -3.031 2.693 -5.298  -0.19
H16 -3.611 3.559 -5.626  0.23
C17 -3.319 2.091 -4.067  -0.21
H17 -4.124 2.479 -3.439  0.22
C18 -2.571 0.988 -3.633  -0.21
H18 -2.811 0.484 -2.694  0.19
H19 -0.180 -0.986 -2.298  -0.19
H20 -1.089 -2.105 -3.789  -0.17
C19 -2.702 -1.554 1.625  -0.94
P1 -0.961 -1.325 2.055  0.99
C20 -0.225 -2.972 1.749  -0.93
C21 -0.932 -1.269 3.895  -0.30
C22 -2.035 -1.629 4.677  -0.18
C23 -2.016 -1.424 6.058  -0.14
C24 -0.862 -0.934 6.672  -0.19
C25 0.265 -0.623 5.907  -0.12
C26 0.223 -0.726 4.516  -0.42
P2 1.498 0.098 3.498  1.56
C27 2.917 0.376 4.533  -0.98
C28 2.098 -0.515 1.908  -0.96
H21 -2.782 -1.629 0.533  0.28
H22 -3.279 -0.683 1.947  0.26
H23 -3.099 -2.475 2.077  0.26
H24 -0.157 -3.157 0.670  0.27
H25 0.774 -3.039 2.183  0.24
H26 -0.860 -3.733 2.229  0.27
H27 -2.931 -2.042 4.219  0.24
H28 -2.897 -1.644 6.655  0.26
H29 -0.844 -0.770 7.748  0.26
H30 1.168 -0.270 6.412  0.23
H31 3.789 0.560 3.900  0.28
H32 2.743 1.241 5.189  0.29
H33 3.084 -0.529 5.136  0.29
H34 3.095 -0.046 1.820  0.30
H35 2.219 -1.601 2.000  0.30
H36 1.588 -0.309 0.917  0.24



[3]
Here is 8 unconnected molecules or ions with the total composition CH19O8 from the Open Molecules 2025 dataset. Energies are from wB97M-V/def2-TZVPD.

Output
- DFT total energy: -650.530873 a.u.
- Multiplicity: 2
- Maximum force: 2.1 eV Å⁻¹
- ΔE to the lowest compared entry with this formula, charge and spin: 0.00 kcal per mole
- Total charge: +2
- LUMO energy (alpha / beta): -8.884 / -12.045 eV

Each line ends with the natural charge from an NBO analysis.
Atoms and positions in Å:
O1 2.082 3.040 1.043  -0.74
H1 1.977 3.981 0.883  0.59
H2 2.967 2.689 0.920  0.58
H3 1.438 2.490 0.591  0.55
O2 0.154 1.530 -2.119  -0.74
H4 0.764 2.105 -2.589  0.58
H5 0.444 1.336 -1.225  0.55
H6 -0.140 0.728 -2.556  0.58
C1 0.162 -0.215 0.763  -0.33
O3 0.141 1.195 0.608  -0.45
H7 -0.575 -0.380 1.549  0.27
H8 -0.308 -0.624 -0.131  0.26
H9 1.186 -0.587 0.800  0.26
O4 -2.749 -2.063 -1.921  -0.91
H10 -1.964 -1.618 -2.242  0.42
H11 -2.556 -2.995 -2.027  0.48
O5 -2.659 1.729 -0.195  -0.91
H12 -2.981 0.888 0.132  0.48
H13 -1.776 1.804 0.167  0.44
O6 0.769 -3.617 1.388  -0.94
H14 0.643 -3.152 0.560  0.46
H15 1.502 -4.209 1.221  0.48
O7 0.771 -3.100 -1.531  -0.95
H16 0.374 -3.955 -1.696  0.50
H17 0.362 -2.517 -2.170  0.45
O8 0.326 1.865 3.459  -0.91
H18 -0.562 2.020 3.782  0.49
H19 0.208 1.631 2.538  0.43